{"formula": "C28H83N5O13", "method": "the ωB97M-V functional and the def2-TZVPD basis", "smiles": "COC[C@H](C)N.COC[C@H](C)N.COC[C@H](C)N.COC[C@H](C)N.COC[C@H](C)N.OCCO.OCCO.CO.CO.CO.CO", "e_tot_ha": -2368.21028, "charge": 0, "species": ["C", "O", "C", "C", "C", "N", "H", "H", "H", "H", "H", "H", "H", "H", "H", "H", "H", "C", "O", "C", "C", "C", "N", "H", "H", "H", "H", "H", "H", "H", "H", "H", "H", "H", "C", "O", "C", "C", "C", "N", "H", "H", "H", "H", "H", "H", "H", "H", "H", "H", "H", "C", "O", "C", "C", "C", "N", "H", "H", "H", "H", "H", "H", "H", "H", "H", "H", "H", "C", "O", "C", "C", "C", "N", "H", "H", "H", "H", "H", "H", "H", "H", "H", "H", "H", "O", "C", "C", "O", "H", "H", "H", "H", "H", "H", "O", "C", "C", "O", "H", "H", "H", "H", "H", "H", "C", "O", "H", "H", "H", "H", "C", "O", "H", "H", "H", "H", "C", "O", "H", "H", "H", "H", "C", "O", "H", "H", "H", "H"], "coordinates": [[1.791289, 0.973739, -3.673851], [2.455109, 1.151959, -4.932401], [3.104049, -0.054161, -5.358161], [3.949249, 0.206169, -6.638771], [5.058919, 1.261949, -6.444271], [3.165109, 0.553619, -7.781521], [1.175429, 1.854869, -3.493741], [2.411339, 0.837599, -2.787781], [1.149289, 0.098619, -3.774251], [3.851379, -0.482391, -4.690161], [2.334339, -0.803881, -5.541391], [4.453159, -0.717661, -6.922851], [4.632999, 2.198529, -6.084381], [5.555519, 1.510379, -7.382231], [5.850429, 0.871309, -5.804721], [2.851479, 1.497489, -7.605891], [2.336879, -0.019591, -7.856031], [5.142209, -1.151481, 3.778149], [5.129339, -0.449821, 2.508309], [4.399459, -1.176411, 1.514679], [4.330389, -0.242081, 0.290049], [3.515539, 1.065539, 0.494239], [3.663319, -0.982791, -0.813541], [6.126529, -1.014341, 4.225819], [4.683789, -2.134831, 3.673459], [4.441319, -0.703891, 4.482799], [4.850629, -2.164641, 1.425669], [3.370729, -1.320041, 1.845109], [5.353119, 0.039699, 0.039619], [2.454279, 0.901079, 0.680749], [3.547509, 1.621369, -0.442851], [3.821129, 1.818299, 1.220919], [4.099429, -1.893251, -0.782631], [3.965379, -0.710921, -1.738181], [-7.813221, -0.394111, 1.286539], [-7.685251, 0.905489, 0.724309], [-6.450811, 1.096359, -0.023141], [-5.240531, 1.405969, 0.944369], [-5.394281, 2.653269, 1.809309], [-4.014091, 1.419609, 0.155779], [-6.854291, -0.809001, 1.597059], [-8.232841, -1.002731, 0.485549], [-8.603421, -0.254451, 2.024229], [-6.212291, 0.157539, -0.522981], [-6.620431, 1.782539, -0.852901], [-5.189401, 0.548989, 1.615989], [-5.690081, 3.532909, 1.237609], [-4.452261, 2.800859, 2.337439], [-6.194051, 2.496219, 2.533049], [-4.026311, 2.146329, -0.545531], [-3.978191, 0.544259, -0.346791], [1.958189, 4.350639, 0.035039], [1.611519, 5.317879, 0.936309], [1.063269, 4.873449, 2.192379], [-0.119121, 3.917639, 2.171349], [-1.456491, 4.341619, 1.393259], [-0.595651, 3.499159, 3.473509], [0.983139, 3.950709, -0.243221], [2.615059, 3.664879, 0.570169], [2.521919, 4.915719, -0.707241], [1.899299, 4.318989, 2.618679], [0.794469, 5.779029, 2.736229], [0.148649, 3.011599, 1.627749], [-2.255991, 3.600759, 1.387669], [-1.199171, 4.474889, 0.342489], [-1.795871, 5.304599, 1.774839], [-1.247951, 2.750109, 3.290399], [-1.230411, 4.126319, 3.946629], [0.688289, -3.341801, 4.654379], [0.808159, -3.891801, 3.342999], [0.672239, -2.935081, 2.378129], [0.984729, -3.595211, 0.936409], [2.297219, -4.291121, 0.835029], [1.090879, -2.590961, -0.054221], [1.493939, -2.610321, 4.717429], [1.027309, -4.006791, 5.448709], [-0.286581, -2.877001, 4.801709], [-0.355021, -2.576261, 2.314209], [1.312119, -2.062961, 2.512539], [0.130189, -4.208411, 0.650339], [2.400489, -4.946341, 1.699969], [3.133199, -3.604851, 0.699829], [2.300729, -4.882851, -0.080371], [1.078399, -3.092471, -0.930821], [2.027819, -2.239311, 0.082129], [-0.814951, -5.074371, -2.592841], [-1.122321, -3.810931, -3.201751], [0.084369, -3.356171, -4.013671], [1.096849, -3.263041, -3.108621], [-0.020411, -4.823021, -2.116261], [-2.034551, -3.796691, -3.798191], [-1.215551, -3.251571, -2.270881], [-0.071771, -2.404371, -4.521391], [0.382569, -4.160711, -4.685891], [1.925789, -3.111031, -3.568351], [-2.377031, 0.921459, 2.629339], [-2.950051, 0.456519, 3.814949], [-3.200871, -1.107051, 3.932829], [-4.092621, -1.537711, 3.014159], [-2.995251, 0.759699, 1.912929], [-2.468871, 0.599209, 4.782519], [-3.908241, 0.972459, 3.876409], [-3.485761, -1.314901, 4.964199], [-2.276511, -1.664461, 3.781309], [-3.832801, -1.314541, 2.117329], [-2.779951, -2.978161, 0.207689], [-2.665731, -1.588121, 0.364519], [-1.914201, -3.394941, 0.722349], [-3.683651, -3.198341, 0.775969], [-2.864051, -3.370501, -0.805771], [-1.984891, -1.211231, -0.197621], [-1.280071, 2.628899, -4.114261], [-1.643931, 1.378349, -3.594041], [-1.047121, 3.244319, -3.245301], [-0.491571, 2.498199, -4.855391], [-2.127101, 3.036529, -4.666071], [-1.000311, 1.194489, -2.905881], [-0.327191, 0.529969, -0.335611], [-0.117791, -0.350171, -1.438081], [0.339539, 1.390119, -0.396491], [-1.346471, 0.894239, -0.207211], [-0.278961, -0.000031, 0.615639], [0.316659, -1.092891, -1.012381], [1.270609, 0.437479, 3.698979], [1.845309, 1.698639, 4.001589], [0.591749, 0.059469, 4.463409], [0.569289, 0.553889, 2.872729], [2.002589, -0.330041, 3.447559], [1.127949, 2.336519, 4.011159]], "atomic_forces_ev_per_a": [[-0.4, -0.1, -0.8], [0.9, -0.6, 0.7], [0.7, 0.9, -0.9], [0.3, -0.2, 0.3], [-0.3, -0.3, -0.1], [-0.4, 0.9, -0.6], [0.1, 0.0, -0.2], [0.5, -0.1, -0.2], [-0.2, 0.0, 0.3], [-0.2, 0.2, 1.0], [-0.1, -0.3, -0.2], [0.0, -0.4, 0.5], [0.1, -0.1, 0.4], [-0.2, -0.3, -0.2], [-0.2, 0.2, 0.4], [-0.4, 0.3, -0.4], [-0.1, -0.1, 0.0], [-0.9, 1.2, -0.5], [-0.3, -0.9, 0.6], [-0.2, 1.8, 0.7], [-0.4, 0.4, -0.1], [0.0, 0.1, -0.2], [0.6, -0.7, 0.4], [0.0, -0.8, -0.2], [1.0, -0.5, -0.1], [-0.1, 0.6, 0.0], [0.2, -0.1, -0.7], [-0.3, -0.2, 0.2], [0.2, 0.0, 0.0], [0.0, -0.5, 0.1], [0.0, -0.1, -0.3], [0.6, -0.6, 0.4], [-0.1, -0.7, 0.1], [-0.1, 0.9, -0.1], [-0.7, 0.7, -1.2], [1.3, 1.0, -0.6], [-0.5, -0.8, 1.6], [-1.3, 0.3, -1.2], [-0.3, -0.5, -0.2], [0.3, -0.2, 0.3], [-0.2, 0.0, 0.6], [0.1, -0.6, 0.1], [0.5, -0.5, 0.5], [0.1, -0.3, -0.1], [0.0, 0.6, 0.4], [0.1, -0.1, 0.1], [0.3, 0.1, -0.1], [0.0, 0.3, 0.0], [0.0, -0.1, 0.1], [0.0, 0.3, 0.0], [0.3, -0.2, -0.2], [-0.1, 0.0, 0.6], [-1.5, 2.4, 2.1], [0.5, -0.1, -0.8], [-3.2, -0.2, -1.8], [2.0, 0.8, -0.6], [0.7, -1.0, 1.2], [0.5, -1.0, -1.1], [0.0, -0.8, -0.5], [-0.2, -0.6, -0.6], [-0.1, 0.0, 0.9], [0.3, 0.0, 0.1], [0.5, -0.3, 0.3], [0.3, -0.2, 0.6], [-0.1, 0.3, -0.2], [-0.2, 0.0, 0.0], [0.1, -0.7, -0.1], [0.4, 1.0, -0.1], [1.4, 0.5, -0.6], [0.1, -1.2, 1.5], [-0.1, -0.5, -3.0], [-0.5, 0.7, 2.0], [0.1, -1.9, 0.8], [-1.0, 1.8, -0.7], [-0.2, 0.8, 0.1], [-0.8, -0.7, -0.4], [0.0, -0.1, 0.3], [-0.3, 0.3, 0.1], [0.3, 0.1, 0.1], [0.1, -0.5, 0.4], [0.6, -0.2, -0.1], [0.0, 0.1, 0.6], [0.0, -0.3, 0.0], [0.3, 0.4, -0.5], [-0.1, 0.8, -0.8], [-0.3, -0.4, -0.9], [0.5, 0.0, 0.7], [-1.6, -0.6, -0.7], [2.3, 0.6, 1.9], [0.3, -0.6, 0.2], [0.0, -0.4, 0.2], [-0.4, 1.4, -0.7], [-0.3, 0.0, -0.2], [-0.6, 0.0, -0.7], [0.1, 0.0, 0.1], [1.5, -0.2, 0.6], [-1.6, -1.9, 1.1], [1.9, 2.1, -0.1], [-2.6, -1.1, -0.9], [-0.1, 0.3, -0.6], [1.1, 1.1, -0.5], [-0.5, -0.3, 0.5], [-0.6, 0.0, -0.1], [0.7, 0.2, 0.1], [0.6, 0.0, -0.2], [0.1, -0.2, 1.0], [-0.5, 1.2, -0.4], [-0.1, -0.7, -0.1], [0.1, -0.6, -0.1], [0.0, 0.3, -0.1], [0.3, -0.1, -0.2], [-0.4, -0.1, -0.2], [-0.4, -0.7, 0.2], [0.4, 0.7, -0.5], [0.5, 0.4, 0.2], [-0.1, 0.1, 0.2], [0.0, -0.6, 0.1], [-0.5, 0.1, 0.4], [-0.9, 0.8, 0.3], [0.2, 0.0, 0.3], [-0.4, 0.3, -1.0], [0.9, -0.1, 0.2], [0.5, -0.9, 0.0], [-1.0, 0.6, -0.4], [0.6, -0.9, 0.1], [0.3, -0.1, 0.7], [0.1, -0.1, -0.6], [0.3, 0.4, 0.2], [-0.5, 0.4, 0.1]], "mulliken_charge": [-0.345, -0.440, -0.335, 0.121, -1.436, -0.733, 0.200, 0.008, 0.263, 0.174, 0.357, 0.399, 0.285, 0.414, 0.363, 0.309, 0.264, -0.753, -0.456, 0.033, -0.078, -1.475, -0.463, 0.289, 0.350, 0.217, 0.710, -0.310, 0.524, 0.023, 0.454, 0.604, 0.229, 0.185, -0.542, -0.408, -0.874, 1.376, -1.569, -0.292, 0.181, 0.296, 0.224, 0.415, 0.409, -0.453, 0.387, 0.197, 0.331, 0.295, 0.014, 0.123, -0.475, -0.954, 1.925, -1.335, -0.725, -0.076, -0.019, 0.291, 0.357, 0.326, -0.742, 0.215, 0.292, 0.436, -0.047, 0.347, -0.460, -0.526, 1.615, -0.412, -1.420, 0.618, 0.151, 0.324, 0.141, -0.340, -0.877, 0.761, 0.452, 0.237, 0.382, -0.317, -0.542, -0.617, -0.240, -0.351, -0.403, 0.372, 0.500, -0.134, 0.306, 0.368, 0.181, 1.118, -0.623, -0.194, -0.523, -0.772, 0.465, 0.309, 0.491, -0.039, -0.022, -0.645, -0.185, 0.047, 0.382, 0.342, 0.104, -0.597, -0.515, 0.245, 0.175, 0.277, 0.155, -1.183, 0.650, 0.547, 0.321, 0.229, -0.132, 0.817, -0.666, 0.413, -0.354, -0.584, 0.292]}